1.
{
  "formula": "C7H13NO5S",
  "method": "the ωB97M-V functional and the def2-TZVPD basis",
  "e_homo_ev": -9.739,
  "symbols": ["C", "C", "C", "C", "C", "C", "C", "N", "O", "O", "O", "O", "O", "S", "H", "H", "H", "H", "H", "H", "H", "H", "H", "H", "H", "H", "H"],
  "positions_angstrom": [[0.71594, 2.91724, 1.07995], [1.77211, 0.21535, -0.98462], [1.82485, -0.57259, 2.38151], [-0.46445, 0.33813, -2.64804], [-0.72025, -1.59733, -0.98250], [-1.71164, 0.64483, -0.47510], [-0.56755, -0.04550, -1.11951], [0.65954, 0.37161, -0.41770], [1.55667, 2.56272, 1.80716], [-0.14263, 3.30354, 0.43516], [-1.08667, -0.27329, 2.36873], [-0.92025, -2.49097, 3.29846], [1.45153, -1.58571, 1.79777], [-1.06530, -1.65218, 2.13388], [2.62840, 0.51250, -0.35860], [1.94329, -0.48291, -1.76083], [2.87210, -0.39169, 2.28500], [1.14000, -0.00116, 3.05159], [-1.35874, -0.03095, -3.05012], [-0.69464, 1.47093, -2.56526], [0.56636, 0.07452, -2.92087], [-0.45217, -2.11253, -1.81732], [-1.76721, -1.82645, -0.68320], [0.04394, -1.91548, -0.12303], [-1.65613, 1.66020, -0.55061], [-2.72406, 0.44891, -0.79388], [-1.84305, 0.45825, 0.61197]]
}

***

2.
{
  "formula": "CH5BiO3",
  "method": "the ωB97M-V functional and the def2-TZVPD basis",
  "e_homo_ev": [-12.700, -14.254],
  "multiplicity": 2,
  "charge": 1,
  "symbols": ["O", "Bi", "H", "O", "O", "H", "C", "H", "H", "H"],
  "positions_angstrom": [[1.62929, -0.20460, -0.25513], [1.34267, 1.78426, 0.03233], [2.28489, -0.69845, 0.24045], [-0.52275, 0.95700, 0.49092], [-1.53992, 1.63919, -0.21795], [-1.72385, 1.10437, -1.00183], [-0.21643, -0.90053, 0.16435], [-0.88277, -1.77208, 0.24759], [-0.47094, -0.83981, -0.90461], [0.09983, -1.06935, 1.20387]]
}